152
Properties=species:S:1:pos:R:3 method="wB97M-V/def2-TZVPD" max_force_ev_per_a=3.15 charge=0 e_above_lowest_kj_mol=165.50
C -2.50 3.70 -6.10
O -1.21 4.21 -5.82
C -0.18 3.49 -6.48
C 0.61 2.68 -5.45
C -0.12 1.46 -4.93
C -0.40 0.39 -6.00
C 0.86 -0.49 -6.25
C 0.68 -1.94 -5.76
C 1.02 -2.17 -4.28
C -0.17 -1.96 -3.31
C 0.36 -2.21 -1.87
C 1.05 -1.00 -1.22
C 0.12 0.00 -0.53
C -0.88 -0.51 0.49
O -1.89 -1.36 -0.03
C -2.94 -0.67 -0.69
O -0.45 0.84 -1.60
S -0.69 2.29 -0.96
O -2.01 2.53 -0.49
O -0.30 3.34 -1.83
O 0.46 2.31 0.19
C 1.10 1.01 0.10
C 1.76 0.66 1.44
C 3.28 0.46 1.36
C 4.11 1.75 1.43
C 3.95 2.55 0.11
C 5.60 1.36 1.52
C 6.37 2.15 2.57
C 5.77 2.09 3.95
C 5.28 1.00 4.52
C 5.78 -0.38 4.27
C 4.17 1.14 5.55
H -3.20 4.15 -5.40
H -2.54 2.61 -5.97
H -2.80 3.95 -7.13
H 0.50 4.24 -6.89
H -0.58 2.87 -7.28
H 1.60 2.43 -5.83
H 0.76 3.36 -4.61
H -1.07 1.71 -4.46
H 0.49 0.97 -4.17
H -0.74 0.84 -6.94
H -1.19 -0.27 -5.64
H 1.02 -0.52 -7.33
H 1.73 -0.01 -5.81
H 1.42 -2.52 -6.33
H -0.30 -2.34 -6.03
H 1.84 -1.51 -3.97
H 1.42 -3.18 -4.18
H -0.88 -2.74 -3.57
H -0.63 -0.98 -3.41
H -0.40 -2.66 -1.24
H 1.12 -2.96 -2.00
H 1.82 -1.37 -0.55
H 1.55 -0.46 -2.02
H -1.37 0.34 0.97
H -0.39 -1.07 1.28
H -3.81 -1.33 -0.66
H -3.19 0.29 -0.23
H -2.69 -0.56 -1.75
H 1.91 1.07 -0.62
H 1.32 -0.20 1.94
H 1.60 1.51 2.10
H 3.56 -0.11 2.26
H 3.61 -0.13 0.51
H 3.80 2.41 2.24
H 4.10 1.84 -0.71
H 4.69 3.35 0.02
H 2.95 2.96 0.01
H 6.08 1.55 0.56
H 5.69 0.28 1.67
H 7.39 1.74 2.62
H 6.51 3.19 2.27
H 5.74 3.01 4.53
H 5.90 -0.91 5.22
H 5.09 -0.98 3.67
H 6.74 -0.39 3.75
H 3.73 2.13 5.41
H 3.41 0.38 5.40
H 4.60 1.10 6.55
C 0.15 -7.67 -3.25
C 1.33 -7.86 -2.32
C 1.68 -6.60 -1.52
C 2.09 -5.49 -2.38
N 2.39 -4.62 -3.06
H 0.35 -6.90 -4.00
H -0.08 -8.59 -3.78
H -0.75 -7.37 -2.70
H 2.20 -8.18 -2.89
H 1.10 -8.66 -1.61
H 2.49 -6.82 -0.82
H 0.82 -6.29 -0.92
C -3.41 -7.92 1.38
C -3.61 -6.59 0.65
C -2.36 -6.15 -0.13
C -1.22 -5.91 0.75
N -0.32 -5.74 1.44
H -2.62 -7.85 2.12
H -4.33 -8.20 1.90
H -3.16 -8.71 0.68
H -3.89 -5.82 1.37
H -4.44 -6.69 -0.05
H -2.59 -5.24 -0.68
H -2.10 -6.91 -0.87
C -2.61 6.28 -0.88
C -4.06 6.05 -0.47
C -4.99 7.20 -0.89
C -4.64 8.46 -0.23
N -4.35 9.44 0.28
H -2.20 7.17 -0.40
H -2.00 5.43 -0.58
H -2.52 6.40 -1.96
H -4.12 5.90 0.61
H -4.42 5.13 -0.94
H -6.02 6.95 -0.63
H -4.96 7.33 -1.97
C -3.49 8.75 3.26
C -2.29 8.03 3.88
C -2.62 7.36 5.22
C -3.01 8.33 6.24
N -3.33 9.10 7.04
H -3.84 9.55 3.90
H -3.21 9.18 2.31
H -4.32 8.05 3.09
H -1.47 8.73 4.01
H -1.94 7.26 3.19
H -1.75 6.81 5.58
H -3.43 6.64 5.09
C -3.79 -3.71 -3.13
C -4.79 -3.99 -4.24
C -5.78 -5.09 -3.86
C -5.12 -6.37 -3.63
N -4.58 -7.37 -3.43
H -3.19 -4.60 -2.91
H -3.10 -2.91 -3.41
H -4.30 -3.41 -2.21
H -4.25 -4.26 -5.15
H -5.34 -3.08 -4.46
H -6.52 -5.21 -4.66
H -6.34 -4.80 -2.97
C 2.63 -1.62 8.88
C 3.79 -1.88 9.84
C 4.02 -0.73 10.82
C 4.40 0.51 10.13
N 4.68 1.47 9.58
H 2.82 -0.75 8.26
H 2.49 -2.48 8.22
H 1.70 -1.46 9.42
H 4.70 -2.08 9.27
H 3.58 -2.79 10.42
H 4.81 -1.00 11.52
H 3.12 -0.55 11.41


173
Properties=species:S:1:pos:R:3 method="wB97M-V/def2-TZVPD" max_force_ev_per_a=4.81 charge=-1 total_energy_ha=-7301.0520
C 4.15 -0.12 0.19
O 3.44 -1.33 0.54
C 2.04 -1.25 0.14
C 1.94 -1.56 -1.43
C 0.87 -0.67 -2.23
C -0.66 -0.89 -1.79
In -1.92 0.98 -2.17
F -2.16 1.28 -4.27
C -3.99 0.74 -1.25
O -4.25 -0.62 -0.78
C -5.48 -0.51 0.01
C -1.03 2.83 -1.15
C -1.71 4.23 -1.15
C -0.96 5.36 -0.38
C 0.37 5.19 0.39
C 1.04 3.79 0.37
C 0.31 2.66 -0.40
H 3.47 0.71 -0.18
H 4.81 0.29 1.05
H 4.89 -0.34 -0.67
H 1.47 -2.04 0.75
H 1.62 -0.24 0.45
H 2.96 -1.39 -1.93
H 1.71 -2.68 -1.55
H 1.11 0.45 -2.23
H 0.94 -1.00 -3.33
H -1.10 -1.68 -2.52
H -0.80 -1.31 -0.73
H -4.80 1.05 -2.00
H -4.04 1.42 -0.31
H -6.02 -1.51 0.13
H -6.19 0.25 -0.48
H -5.23 -0.06 1.05
H -2.71 4.38 -1.68
H -1.43 6.41 -0.36
H 0.88 6.02 0.97
H 2.01 3.57 0.92
H 0.80 1.64 -0.42
C -4.71 -3.24 4.00
C -4.81 -2.70 5.43
C -5.85 -1.58 5.42
S -6.99 -1.97 4.10
O -6.88 -0.95 3.08
O -8.27 -2.36 4.66
C -6.14 -3.43 3.53
H -4.14 -4.18 3.97
H -4.20 -2.51 3.36
H -5.13 -3.50 6.10
H -3.84 -2.33 5.79
H -6.40 -1.53 6.36
H -5.40 -0.61 5.20
H -6.23 -3.52 2.45
H -6.60 -4.30 4.02
C 8.73 -3.33 0.86
C 7.50 -2.42 0.74
C 7.65 -1.32 1.79
S 9.40 -1.11 2.06
O 9.72 -1.51 3.41
O 9.82 0.17 1.51
C 9.93 -2.40 0.95
H 8.81 -4.01 0.01
H 8.65 -3.93 1.77
H 7.48 -1.97 -0.26
H 6.57 -2.97 0.87
H 7.22 -0.38 1.45
H 7.19 -1.61 2.74
H 10.82 -2.89 1.34
H 10.14 -1.94 -0.02
C 1.21 8.12 -4.29
C 2.64 8.64 -4.14
C 2.77 9.20 -2.72
S 1.61 8.29 -1.71
O 0.59 9.20 -1.25
O 2.33 7.42 -0.81
C 0.93 7.31 -3.04
H 1.09 7.52 -5.20
H 0.51 8.96 -4.36
H 3.35 7.82 -4.28
H 2.88 9.41 -4.89
H 3.78 9.06 -2.33
H 2.50 10.26 -2.68
H -0.13 7.13 -2.87
H 1.47 6.35 -3.06
C -1.27 1.17 -7.95
C -1.61 0.10 -8.99
C -0.50 -0.95 -8.94
S 0.15 -0.91 -7.28
O 1.52 -0.45 -7.34
O -0.22 -2.13 -6.59
C -0.87 0.42 -6.69
H -2.11 1.84 -7.77
H -0.43 1.78 -8.31
H -2.57 -0.36 -8.73
H -1.72 0.52 -9.99
H -0.88 -1.95 -9.16
H 0.31 -0.71 -9.63
H -0.32 1.03 -5.98
H -1.75 -0.02 -6.20
C 2.25 10.76 -9.74
C 2.34 11.90 -8.73
C 2.03 11.32 -7.35
S 2.52 9.60 -7.41
O 1.34 8.78 -7.27
O 3.70 9.41 -6.59
C 3.02 9.60 -9.12
H 2.66 11.04 -10.71
H 1.20 10.47 -9.89
H 3.35 12.32 -8.74
H 1.65 12.71 -8.98
H 2.60 11.83 -6.57
H 0.97 11.36 -7.13
H 2.79 8.63 -9.58
H 4.10 9.78 -9.16
C 2.15 -6.26 2.15
C 2.05 -5.67 3.56
C 1.03 -4.53 3.51
S -0.10 -4.92 2.18
O 0.05 -3.94 1.14
O -1.39 -5.26 2.74
C 0.72 -6.42 1.67
H 2.69 -7.21 2.15
H 2.69 -5.56 1.50
H 1.69 -6.44 4.25
H 3.01 -5.32 3.93
H 0.47 -4.44 4.44
H 1.51 -3.58 3.27
H 0.64 -6.54 0.59
H 0.23 -7.26 2.17
C 6.64 -7.57 5.97
C 6.53 -6.98 7.38
C 5.52 -5.84 7.33
S 4.39 -6.24 6.00
O 4.54 -5.25 4.95
O 3.10 -6.58 6.56
C 5.21 -7.74 5.48
H 7.18 -8.52 5.96
H 7.18 -6.87 5.32
H 6.18 -7.76 8.07
H 7.50 -6.63 7.74
H 4.96 -5.75 8.26
H 6.00 -4.89 7.09
H 5.13 -7.85 4.40
H 4.71 -8.57 5.99
C -7.85 -8.45 0.76
C -7.51 -7.01 0.38
C -8.09 -6.09 1.45
S -8.14 -7.06 2.96
O -9.52 -7.26 3.33
O -7.16 -6.54 3.89
C -7.52 -8.57 2.24
H -7.30 -9.18 0.17
H -8.92 -8.63 0.60
H -6.42 -6.89 0.34
H -7.89 -6.76 -0.61
H -7.48 -5.21 1.61
H -9.12 -5.80 1.21
H -8.00 -9.43 2.72
H -6.44 -8.60 2.41
C -4.94 4.58 5.14
C -5.27 3.50 4.10
C -4.14 2.48 4.13
S -3.47 2.51 5.79
O -2.11 3.00 5.73
O -3.81 1.28 6.47
C -4.52 3.82 6.40
H -5.80 5.23 5.34
H -4.12 5.20 4.79
H -6.22 3.02 4.36
H -5.39 3.93 3.10
H -4.50 1.47 3.91
H -3.34 2.74 3.44
H -3.97 4.44 7.11
H -5.38 3.35 6.89